Formula: C17H27F13N3O3S3
Source: the OMol25 dataset
Level of theory: wB97M-V/def2-TZVPD

```
! wB97M-V def2-TZVPD RIJCOSX def2/J DEFGRID3
* xyz 1 1
N 3.876 3.387 0.334
C 3.873 2.195 1.268
C 3.392 0.778 0.521
O 4.016 -0.305 1.346
C 1.752 0.783 0.578
C 1.017 -0.238 -0.472
C 1.769 -1.717 -0.686
C 1.026 -2.759 -1.765
C -0.365 -2.119 -2.442
N -0.918 -0.767 -2.151
N -0.253 0.003 -1.246
C -0.914 1.375 -0.964
C -2.549 1.185 -1.266
C -3.386 2.557 -0.804
F -2.848 3.620 -1.739
F -3.002 3.038 0.552
C -4.985 2.496 -1.105
F -5.446 3.938 -1.083
F -5.290 2.061 -2.520
C -5.921 1.751 0.023
F -7.328 2.083 -0.446
F -5.791 2.529 1.269
C -5.859 0.147 0.097
F -5.264 -0.507 -1.132
F -7.287 -0.359 0.091
S -5.053 -0.673 1.549
F -6.267 -1.929 1.425
F -4.104 -1.679 0.475
F -3.795 0.465 1.705
F -6.061 0.049 2.724
F -4.316 -1.547 2.842
H 2.930 3.845 0.492
H 4.552 4.075 0.780
H 3.079 2.367 2.129
H 4.935 1.964 1.755
H 3.783 0.758 -0.595
H 4.450 -0.962 0.703
H 1.410 1.906 0.484
H 1.448 0.418 1.673
H 2.746 -2.042 -0.128
H 1.415 -3.836 -2.008
H -0.943 -2.810 -3.217
H -0.868 1.649 0.197
H -0.461 2.224 -1.637
H -2.770 1.091 -2.436
H -2.861 0.232 -0.666
C 2.829 1.399 5.454
S 2.246 3.085 5.153
O 2.920 3.579 3.907
C 3.101 3.827 6.564
H 2.444 0.752 4.662
H 3.921 1.374 5.444
H 2.454 1.050 6.419
H 4.176 3.650 6.485
H 2.717 3.396 7.491
H 2.910 4.903 6.560
C 3.401 -5.106 -5.849
S 1.959 -4.940 -4.769
O 2.457 -4.905 -3.354
C 1.310 -6.600 -5.077
H 3.988 -4.186 -5.790
H 4.016 -5.949 -5.525
H 3.070 -5.257 -6.879
H 2.056 -7.350 -4.801
H 1.050 -6.701 -6.133
H 0.413 -6.741 -4.469
*
```

Output
LUMO   -4.815 eV
E_tot   -96487.7371 eV

Formula: C17H27F17NO3P
Source: the OMol25 dataset
Level of theory: wB97M-V/def2-TZVPD

```
! wB97M-V def2-TZVPD RIJCOSX def2/J DEFGRID3
* xyz 0 1
N 1.530 -0.108 2.981
P 2.060 0.672 1.420
C 0.758 -0.230 0.486
C 1.236 -0.901 -0.807
C 0.185 -1.862 -1.380
O -0.297 -1.316 -2.613
C 2.663 1.693 -0.095
C 1.660 2.545 -0.890
C 1.271 3.876 -0.261
F 1.604 3.964 1.046
F 1.927 4.898 -0.876
C -0.231 4.255 -0.386
F -0.519 4.355 -1.698
F -0.421 5.453 0.188
C -1.252 3.253 0.244
F -0.776 2.789 1.406
F -1.401 2.203 -0.595
C -2.657 3.873 0.514
F -2.584 4.579 1.645
F -3.008 4.692 -0.491
C -3.800 2.816 0.695
F -4.760 3.386 1.436
F -3.301 1.774 1.381
C -4.478 2.325 -0.637
F -3.601 2.294 -1.655
F -5.439 3.204 -0.941
C -5.147 0.917 -0.551
F -5.719 0.784 0.651
F -6.102 0.865 -1.492
C -4.217 -0.310 -0.807
F -3.067 -0.224 -0.142
F -4.851 -1.412 -0.416
F -3.949 -0.412 -2.104
H 2.054 0.303 3.751
H 1.718 -1.110 3.006
H 1.867 1.880 2.120
H 3.335 0.084 1.461
H -0.045 0.477 0.260
H 0.326 -0.961 1.172
H 2.194 -1.408 -0.653
H 1.406 -0.152 -1.585
H 0.621 -2.852 -1.556
H -0.645 -1.962 -0.672
H -1.153 -1.712 -2.812
H 3.147 1.018 -0.810
H 3.465 2.337 0.294
H 2.089 2.809 -1.861
H 0.757 1.977 -1.119
C -2.286 -5.351 -1.944
C -2.308 -5.614 -0.451
O -2.397 -4.409 0.301
H -1.448 -4.701 -2.198
H -2.193 -6.277 -2.512
H -3.208 -4.855 -2.260
H -1.381 -6.089 -0.132
H -3.132 -6.287 -0.191
H -3.222 -3.971 0.065
C 6.889 -2.167 2.172
C 5.951 -2.269 0.986
O 5.291 -1.036 0.708
H 6.346 -1.840 3.060
H 7.353 -3.131 2.383
H 7.686 -1.446 1.976
H 5.153 -2.982 1.188
H 6.490 -2.617 0.099
H 5.961 -0.376 0.501
*
```

Output
LUMO   0.594 eV
Structure (SMILES)   N[PH2](CCCO)CCC(F)(F)C(F)(F)C(F)(F)C(F)(F)C(F)(F)C(F)(F)C(F)(F)C(F)(F)F.CCO.CCO
E_tot   -81183.9199 eV

Formula: C17H27FLaNO2P2
Source: the OMol25 dataset
Level of theory: wB97M-V/def2-TZVPD

```
! wB97M-V def2-TZVPD RIJCOSX def2/J DEFGRID3
* xyz 2 1
La 0.379 1.143 0.084
P 2.517 -0.861 0.593
C 2.500 -0.972 -1.259
C 1.200 -1.367 -1.947
N 0.069 -0.758 -1.500
C -1.119 -1.122 -2.059
C -1.176 -1.997 -3.134
C -0.005 -2.539 -3.656
C 1.201 -2.222 -3.038
C -2.415 -0.560 -1.504
P -2.371 1.063 -0.599
H 2.158 -2.606 -3.391
H -2.157 -2.218 -3.559
H -0.032 -3.200 -4.518
H -3.131 -0.431 -2.334
H -2.861 -1.282 -0.792
H 2.822 0.044 -1.654
H 3.278 -1.722 -1.495
H 0.957 3.471 -1.426
O 1.489 2.616 -1.573
H 2.090 2.709 -2.330
H -0.263 4.365 0.222
O -0.272 4.168 -0.737
H -0.827 4.878 -1.117
C -2.644 2.224 -1.984
H -3.663 2.099 -2.375
H -2.535 3.258 -1.625
H -1.926 2.045 -2.795
C -4.017 1.054 0.163
H -4.115 1.944 0.800
H -4.808 1.074 -0.601
H -4.127 0.160 0.791
C 2.526 -2.617 1.083
H 3.463 -3.110 0.782
H 2.438 -2.678 2.178
H 1.671 -3.147 0.644
C 4.283 -0.479 0.886
H 4.409 -0.211 1.944
H 4.923 -1.345 0.661
H 4.587 0.376 0.269
F -0.736 -0.445 6.253
C -0.556 -0.261 4.902
C 0.516 0.517 4.481
C 0.695 0.701 3.094
C -0.198 0.095 2.213
C -1.268 -0.667 2.646
C -1.455 -0.866 4.025
H 1.199 0.965 5.203
H 1.546 1.301 2.738
H -1.968 -1.117 1.937
H -2.273 -1.473 4.411
*
```

Output
LUMO   -6.303 eV
E_tot   -45793.6126 eV